Here is C18H18N5OPt as an isolated structure at a distorted geometry from OMol25. Energies are from ωB97M-V/def2-TZVPD.

Geometry (Å):
Pt -0.240 -0.322 0.173
C 1.678 2.214 2.889
C 0.826 1.222 2.180
N 1.126 0.719 1.026
N 2.201 1.061 0.279
C 2.129 0.453 -0.909
O 1.209 -0.407 -1.250
C 3.198 0.733 -1.882
C 4.244 1.600 -1.565
C 5.235 1.853 -2.497
C 5.187 1.245 -3.745
C 4.147 0.383 -4.064
C 3.152 0.126 -3.136
C -0.434 0.687 2.750
C -0.985 1.111 3.943
C -2.116 0.469 4.429
C -2.653 -0.597 3.730
C -2.077 -0.961 2.525
N -1.015 -0.324 2.039
H 2.571 2.414 2.306
H 1.967 1.832 3.870
H 1.136 3.150 3.039
H 4.270 2.067 -0.591
H 6.047 2.524 -2.252
H 5.963 1.445 -4.472
H 4.112 -0.089 -5.037
H 2.337 -0.544 -3.368
H -0.523 1.920 4.490
H -2.562 0.791 5.361
H -3.512 -1.137 4.100
H -2.458 -1.777 1.929
C -4.485 -3.330 -1.984
N -3.717 -2.213 -1.441
C -4.200 -0.964 -1.135
C -3.148 -0.251 -0.653
N -2.033 -1.058 -0.662
C -2.410 -2.229 -1.139
H -5.529 -3.037 -2.040
H -4.396 -4.197 -1.335
H -4.134 -3.580 -2.982
H -5.227 -0.692 -1.301
H -3.112 0.772 -0.321
H -1.768 -3.079 -1.298

Cartesian forces, eV/Å:
-0.5225 -1.4038 0.2756
-0.0451 0.0129 0.0370
0.0284 0.0131 -0.0103
0.0494 0.0385 0.0082
0.0163 -0.1160 -0.4122
0.1757 -0.2481 0.3844
-0.2412 1.0634 -0.1425
-0.0124 -0.0457 -0.0212
0.0078 0.0010 -0.0051
-0.0075 -0.0065 0.0019
0.0039 0.0028 -0.0005
-0.0057 -0.0078 -0.0006
0.0136 0.0040 0.0020
0.2717 -0.2890 0.0110
0.1427 -0.0554 0.0644
-0.0380 -0.0071 0.0432
0.0385 -0.0523 0.0711
0.0901 0.0524 0.0123
-0.4925 1.0390 -0.1043
-0.0043 -0.0079 -0.0069
0.0078 0.0168 -0.0080
0.0017 -0.0081 -0.0039
0.0025 -0.0002 -0.0048
-0.0051 -0.0037 0.0005
-0.0045 0.0005 0.0047
0.0010 0.0015 0.0051
0.0007 0.0044 -0.0090
-0.0170 0.0021 -0.0028
0.0041 0.0034 -0.0045
0.0024 -0.0031 -0.0060
-0.0775 0.0730 -0.0669
0.0255 0.0201 -0.0383
-0.0662 -0.0122 0.0647
0.0157 -0.0132 -0.0511
-0.0680 -0.0859 -0.0627
0.5746 0.0434 0.0190
0.1058 -0.0179 -0.1124
-0.0017 0.0113 0.0067
0.0067 0.0011 0.0088
0.0075 0.0088 -0.0043
0.0050 -0.0193 0.0082
0.0139 -0.0090 0.0087
-0.0037 -0.0010 0.0407

Summary:
Strongest force on any atom   1.523 eV/A
Charge   +1
Frontier orbital gap   7.226 eV
Energy relative to the best compared isomer or geometry (same formula, charge and spin)   19.9 kcal/mol
Spin multiplicity   1

From a Löwdin analysis of the wavefunction, the atomic charges in e read: number 1, Pt, carries 1.23; number 2, C, carries 0.00; number 3, C, carries -0.24; number 4, N, carries -0.17; number 5, N, carries 0.09; number 6, C, carries -0.40; number 7, O, carries -0.20; number 8, C, carries -0.16; number 9, C, carries -0.02; number 10, C, carries -0.07; number 11, C, carries -0.07; number 12, C, carries -0.06; number 13, C, carries -0.02; number 14, C, carries -0.19; number 15, C, carries 0.02; number 16, C, carries -0.02; number 17, C, carries -0.02; number 18, C, carries -0.09; number 19, N, carries -0.08; number 20, H, carries 0.08; number 21, H, carries 0.10; number 22, H, carries 0.10; number 23, H, carries 0.11; number 24, H, carries 0.11; number 25, H, carries 0.11; number 26, H, carries 0.11; number 27, H, carries 0.11; number 28, H, carries 0.12; number 29, H, carries 0.12; number 30, H, carries 0.12; number 31, H, carries 0.12; number 32, C, carries 0.01; number 33, N, carries -0.11; number 34, C, carries -0.04; number 35, C, carries -0.13; number 36, N, carries -0.14; number 37, C, carries -0.13; number 38, H, carries 0.10; number 39, H, carries 0.10; number 40, H, carries 0.10; number 41, H, carries 0.13; number 42, H, carries 0.11; number 43, H, carries 0.15

***

Here is C18H18N6O6RuS2 as an isolated structure from OMol25. Energies are from ωB97M-V/def2-TZVPD.

Geometry (Å):
Ru -0.926 0.146 0.832
N -2.777 2.601 3.887
C -2.403 1.667 2.980
O -2.295 1.939 1.794
C -2.129 0.271 3.489
C -2.084 -0.708 2.325
H -2.810 3.559 3.581
H -2.735 2.405 4.870
H -2.895 -0.005 4.223
H -1.174 0.301 4.021
H -3.073 -0.877 1.903
H -1.611 -1.649 2.604
O -0.618 -4.290 -0.371
C 0.455 -4.209 -1.181
C 0.938 -5.403 -1.723
C 2.034 -5.397 -2.562
C 2.672 -4.201 -2.881
C 2.197 -3.021 -2.344
C 1.093 -2.998 -1.491
C 0.610 -1.706 -0.931
O -0.444 -1.734 -0.179
N 1.277 -0.631 -1.242
N 0.706 0.498 -0.668
C 1.196 1.603 -1.075
S 0.677 3.143 -0.430
C 1.246 4.061 -1.882
C 2.582 3.470 -2.300
S 2.419 1.664 -2.336
H -0.826 -3.363 -0.102
H 0.425 -6.320 -1.466
H 2.393 -6.332 -2.976
H 3.528 -4.194 -3.543
H 2.670 -2.076 -2.575
H 1.347 5.104 -1.581
H 0.504 3.980 -2.675
H 3.380 3.760 -1.617
H 2.841 3.788 -3.310
C 2.371 0.707 3.336
C 1.128 0.547 2.500
O 0.402 1.540 2.232
O 0.813 -0.598 2.081
H 2.579 1.757 3.520
H 3.210 0.237 2.826
H 2.231 0.186 4.285
O -2.786 0.019 -0.233
N -2.146 0.834 -1.035
C -2.859 1.568 -1.973
C -2.149 2.476 -2.766
N -1.559 3.227 -3.424
C -4.242 1.394 -2.138
N -5.384 1.258 -2.280

Cartesian forces, eV/Å:
-0.3511 0.0763 -0.5424
-0.0196 0.0008 0.0094
-0.0153 -0.0177 -0.0483
0.0015 0.0804 0.0556
-0.0345 -0.0100 0.0504
0.0413 0.0656 -0.0805
-0.0090 -0.0026 0.0007
-0.0088 -0.0006 -0.0004
0.0134 -0.0162 0.0010
0.0093 0.0049 -0.0162
0.0090 0.0081 -0.0010
0.0297 0.0105 -0.0098
0.0147 0.0472 0.0102
0.0052 -0.0206 0.0065
0.0019 0.0127 0.0014
0.0015 -0.0115 -0.0083
-0.0153 -0.0037 0.0108
0.0164 0.0030 -0.0145
0.0063 0.0347 0.0133
0.0497 -0.0270 -0.0274
-0.0373 -0.1130 0.0048
-0.0910 0.0576 0.0514
0.2026 -0.0465 0.0256
0.0271 0.0494 -0.0580
-0.0019 -0.0513 0.0118
0.0397 0.0511 -0.0142
-0.0819 0.0312 -0.0485
0.0105 -0.0358 0.0200
-0.0134 -0.0031 -0.0196
0.0006 -0.0025 -0.0011
-0.0004 -0.0004 0.0007
0.0027 -0.0010 0.0007
-0.0047 0.0015 0.0045
0.0055 0.0023 -0.0109
-0.0448 -0.0378 0.0234
-0.0108 -0.0292 0.0255
0.0294 0.0041 0.0057
-0.0028 0.0055 -0.0051
0.0122 0.0226 0.0081
-0.0309 -0.0041 -0.0407
0.0155 -0.0864 0.0474
-0.0039 0.0005 -0.0025
-0.0022 0.0010 -0.0079
0.0005 -0.0002 -0.0002
0.0046 -0.0778 0.2572
0.0023 0.1570 0.2052
0.2589 -0.1913 0.2230
0.0491 0.1094 -0.0660
0.0114 -0.0097 0.0183
-0.1103 -0.0573 -0.0965
0.0174 0.0200 0.0272

Summary:
Strongest force on any atom   0.651 eV/A
Charge   -1
Frontier orbital gap (alpha / beta)   5.245 / 6.392 eV
Energy relative to the best compared isomer or geometry (same formula, charge and spin)   0.0 kcal/mol
Spin multiplicity   6

From a Löwdin analysis of the wavefunction, the atomic charges in e read: number 1, Ru, carries 1.58; number 2, N, carries 0.17; number 3, C, carries -0.54; number 4, O, carries -0.01; number 5, C, carries -0.18; number 6, C, carries -0.22; number 7, H, carries 0.11; number 8, H, carries 0.10; number 9, H, carries 0.12; number 10, H, carries 0.11; number 11, H, carries 0.06; number 12, H, carries 0.07; number 13, O, carries 0.06; number 14, C, carries -0.27; number 15, C, carries -0.03; number 16, C, carries -0.10; number 17, C, carries -0.11; number 18, C, carries -0.03; number 19, C, carries -0.07; number 20, C, carries -0.42; number 21, O, carries -0.16; number 22, N, carries 0.04; number 23, N, carries -0.19; number 24, C, carries -0.91; number 25, S, carries 0.93; number 26, C, carries -0.53; number 27, C, carries -0.53; number 28, S, carries 0.93; number 29, H, carries 0.07; number 30, H, carries 0.11; number 31, H, carries 0.09; number 32, H, carries 0.09; number 33, H, carries 0.10; number 34, H, carries 0.07; number 35, H, carries 0.03; number 36, H, carries 0.07; number 37, H, carries 0.07; number 38, C, carries 0.00; number 39, C, carries -0.72; number 40, O, carries -0.11; number 41, O, carries -0.08; number 42, H, carries 0.08; number 43, H, carries 0.08; number 44, H, carries 0.08; number 45, O, carries -0.25; number 46, N, carries -0.13; number 47, C, carries -0.34; number 48, C, carries -0.25; number 49, N, carries 0.11; number 50, C, carries -0.26; number 51, N, carries 0.09

***

Here is a 2-piece molecular cluster, C18H19BClO8 overall at a distorted geometry from OMol25. Energies are from ωB97M-V/def2-TZVPD.

Geometry (Å):
C 3.231 2.815 5.149
C 2.994 2.762 3.644
O 2.572 3.712 3.068
O 3.350 1.606 3.012
C 2.608 0.444 3.436
C 1.716 0.017 2.301
C 1.710 -1.201 1.775
C 0.807 -1.532 0.617
O 0.424 -2.667 0.527
C 0.444 -0.401 -0.296
C 0.451 0.880 0.288
C 0.164 2.034 -0.404
C -0.157 1.927 -1.742
C -0.209 0.687 -2.383
B -0.635 0.770 -3.906
O -0.335 -0.128 -4.904
O -1.370 1.896 -4.291
C 0.100 -0.510 -1.663
C 0.070 -1.839 -2.411
C -1.313 -2.552 -2.382
C -2.204 -2.186 -1.193
C -3.014 -0.889 -1.364
O -4.371 -1.108 -0.839
C -4.520 -0.643 0.398
O -5.047 -1.251 1.282
C 0.780 1.014 1.747
O 0.261 1.881 2.413
H 3.997 3.569 5.308
H 2.316 3.040 5.689
H 3.589 1.841 5.485
H 3.310 -0.358 3.655
H 1.971 0.660 4.296
H 2.336 -1.998 2.156
H 0.198 2.997 0.088
H -0.368 2.836 -2.290
H 0.601 -0.349 -4.892
H -0.823 2.484 -4.819
H 0.885 -2.569 -1.993
H 0.343 -1.710 -3.448
H -1.115 -3.688 -2.305
H -1.876 -2.408 -3.314
H -1.669 -2.130 -0.247
H -2.931 -2.993 -1.077
H -2.580 -0.124 -0.713
H -3.094 -0.549 -2.392
H -4.175 0.385 0.609
Cl 0.579 -4.473 -1.675

Cartesian forces, eV/Å:
0.1623 -1.0139 -0.4640
-0.3217 0.3302 0.9670
0.2247 0.2670 -0.7065
-0.2902 -0.0170 0.0030
-0.4223 -0.2338 -0.4103
0.5540 0.0086 0.2924
0.0910 0.4113 -0.4586
0.3405 -0.1219 0.2333
-0.3503 -0.0411 0.0012
-0.2546 0.6598 -0.4763
0.2690 -0.4868 0.6880
-0.0977 0.0401 -0.1779
0.0357 0.0056 0.1038
0.0693 -0.3001 0.0763
-0.1746 0.0886 0.0928
0.4405 0.8251 -0.3341
0.1709 -0.0051 0.4581
-0.0206 -0.0908 -0.8379
0.8890 -0.3077 1.0312
-0.0273 -0.9583 0.4094
-0.6430 0.0956 -0.5048
-0.0244 -0.3125 0.8417
0.4403 0.1340 -0.2457
-0.2810 0.0896 0.6157
-0.4588 -0.2913 0.0878
-0.5456 0.1349 -0.6932
0.2802 0.1251 0.4610
-0.0877 0.0888 0.2049
-0.0161 0.2947 -0.0949
0.1537 0.1467 0.2130
0.0363 0.0502 0.1782
0.2501 0.1271 0.1672
-0.1096 -0.1355 -0.0320
0.0138 -0.0607 0.1246
-0.1011 -0.0906 -0.1048
-0.1405 -0.6591 0.2050
-0.2902 -0.1052 -0.4216
-1.7894 1.4173 -0.5309
0.0549 0.2299 -0.0872
-0.2241 2.1450 -0.2978
0.0695 0.3868 0.0349
0.1805 -0.2023 -0.1169
-0.0590 0.0387 0.0099
0.1177 0.3622 -0.4857
-0.1247 -0.0120 -0.0169
0.3944 0.0005 -0.4922
1.6162 -3.0578 0.4897

Summary:
Strongest force on any atom   3.493 eV/A
Charge   -1
Frontier orbital gap   5.567 eV
Spin multiplicity   1

From a Löwdin analysis of the wavefunction, the atomic charges in e read: number 1, C, carries 0.01; number 2, C, carries -0.54; number 3, O, carries 0.14; number 4, O, carries 0.00; number 5, C, carries -0.11; number 6, C, carries -0.12; number 7, C, carries 0.10; number 8, C, carries -0.31; number 9, O, carries 0.05; number 10, C, carries -0.02; number 11, C, carries -0.08; number 12, C, carries 0.00; number 13, C, carries -0.02; number 14, C, carries -0.03; number 15, B, carries -0.60; number 16, O, carries 0.15; number 17, O, carries 0.12; number 18, C, carries -0.08; number 19, C, carries -0.22; number 20, C, carries -0.26; number 21, C, carries -0.16; number 22, C, carries -0.13; number 23, O, carries -0.03; number 24, C, carries -0.40; number 25, O, carries 0.08; number 26, C, carries -0.29; number 27, O, carries 0.13; number 28, H, carries 0.09; number 29, H, carries 0.09; number 30, H, carries 0.07; number 31, H, carries 0.13; number 32, H, carries 0.13; number 33, H, carries 0.13; number 34, H, carries 0.12; number 35, H, carries 0.11; number 36, H, carries 0.10; number 37, H, carries 0.10; number 38, H, carries -0.02; number 39, H, carries 0.08; number 40, H, carries -0.03; number 41, H, carries 0.11; number 42, H, carries 0.10; number 43, H, carries 0.12; number 44, H, carries 0.10; number 45, H, carries 0.12; number 46, H, carries 0.14; number 47, Cl, carries -0.17

***

Here is C18H19BN4OPtS2Te as an isolated structure from OMol25. Energies are from ωB97M-V/def2-TZVPD.

Geometry (Å):
Pt 1.333 -1.854 0.044
S 1.169 -1.339 2.245
C 1.710 0.329 2.339
C 1.619 1.019 3.553
C 2.029 2.336 3.668
C 2.545 2.996 2.554
C 2.643 2.324 1.347
C 2.235 0.991 1.218
S 2.340 0.196 -0.338
H 1.208 0.498 4.411
H 1.941 2.849 4.620
H 2.863 4.030 2.626
H 3.036 2.829 0.471
Te 0.023 -4.112 0.451
C -1.942 -3.320 0.671
C -3.046 -4.114 0.360
C -4.342 -3.630 0.486
C -4.566 -2.330 0.916
C -3.475 -1.528 1.228
C -2.181 -2.017 1.114
H -2.888 -5.123 -0.005
H -5.180 -4.270 0.229
H -5.574 -1.941 0.993
H -3.631 -0.506 1.554
H -1.346 -1.375 1.367
B 1.680 -2.900 -4.608
C 1.559 -2.558 -3.062
N 1.478 -2.306 -1.941
H 1.185 -3.997 -4.786
H 2.865 -2.904 -4.893
H 1.084 -2.042 -5.229
C -3.828 3.180 1.696
N -3.165 2.249 0.807
C -2.043 1.592 1.229
C -1.413 0.706 0.448
C -1.999 0.477 -0.848
N -3.099 1.085 -1.256
C -3.721 1.996 -0.466
O -4.742 2.600 -0.789
N -1.409 -0.406 -1.658
H -4.400 2.655 2.467
H -4.511 3.779 1.102
H -3.090 3.821 2.179
H -1.697 1.833 2.226
H -0.519 0.185 0.751
H -0.618 -0.944 -1.311
H -1.920 -0.765 -2.443

Cartesian forces, eV/Å:
0.0430 -0.0163 -0.0949
0.0299 -0.0851 0.0898
0.0799 0.0961 0.0294
-0.0275 -0.0404 -0.0348
0.0052 0.0451 0.0100
0.0093 -0.0369 -0.0235
0.0088 -0.0403 0.0706
-0.0866 0.0494 -0.0622
0.0087 -0.0410 0.0081
0.0019 -0.0099 0.0074
0.0027 0.0015 -0.0006
-0.0036 -0.0026 0.0015
-0.0026 0.0036 -0.0047
-0.1349 0.1320 0.0813
0.0105 0.0207 0.0214
0.0194 -0.0927 -0.0316
-0.0008 -0.0184 -0.0157
0.0211 0.0203 0.0405
-0.1242 -0.1280 0.0336
0.0086 -0.2252 0.1072
0.0008 0.0011 0.0030
0.0061 0.0018 -0.0066
0.0049 0.0040 -0.0016
-0.0155 -0.0393 -0.0116
-0.2009 -0.4305 0.0919
0.0159 -0.0337 0.0009
0.0155 0.0296 -0.0242
0.0362 -0.0254 0.0120
-0.0011 0.0032 -0.0013
-0.0078 0.0052 0.0018
-0.0069 0.0109 0.0007
-0.0024 0.0218 0.0183
-0.0373 -0.0425 0.0210
0.1795 0.1014 -0.0404
0.0721 0.5971 -0.3537
-0.1412 0.0641 0.1434
0.0423 0.0022 -0.0637
-0.0619 -0.0908 0.0287
0.0102 0.0231 0.0073
0.1954 -0.1956 0.1792
-0.0051 -0.0046 -0.0086
0.0041 0.0043 -0.0002
0.0066 -0.0096 0.0023
0.0223 0.0035 0.0008
0.1077 0.1922 0.0013
-0.0746 0.0605 -0.0905
-0.0338 0.1138 -0.1430

Summary:
Strongest force on any atom   0.698 eV/A
Charge   -2
Frontier orbital gap   5.982 eV
Energy relative to the best compared isomer or geometry (same formula, charge and spin)   0.0 kcal/mol
Spin multiplicity   1

From a Löwdin analysis of the wavefunction, the atomic charges in e read: number 1, Pt, carries 0.22; number 2, S, carries 0.43; number 3, C, carries -0.71; number 4, C, carries -0.16; number 5, C, carries -0.15; number 6, C, carries -0.14; number 7, C, carries -0.15; number 8, C, carries -0.73; number 9, S, carries 0.49; number 10, H, carries 0.09; number 11, H, carries 0.08; number 12, H, carries 0.08; number 13, H, carries 0.09; number 14, Te, carries 0.67; number 15, C, carries -0.65; number 16, C, carries -0.19; number 17, C, carries -0.13; number 18, C, carries -0.12; number 19, C, carries -0.10; number 20, C, carries -0.18; number 21, H, carries 0.07; number 22, H, carries 0.09; number 23, H, carries 0.09; number 24, H, carries 0.09; number 25, H, carries 0.00; number 26, B, carries -0.45; number 27, C, carries -0.21; number 28, N, carries -0.15; number 29, H, carries -0.02; number 30, H, carries -0.02; number 31, H, carries -0.02; number 32, C, carries -0.05; number 33, N, carries -0.07; number 34, C, carries -0.06; number 35, C, carries -0.05; number 36, C, carries -0.38; number 37, N, carries 0.18; number 38, C, carries -0.53; number 39, O, carries -0.02; number 40, N, carries 0.20; number 41, H, carries 0.09; number 42, H, carries 0.08; number 43, H, carries 0.08; number 44, H, carries 0.13; number 45, H, carries 0.03; number 46, H, carries 0.04; number 47, H, carries 0.11